a:
A single C2H5N3S2 molecule. Source: OMol25; level of theory: ωB97M-V/def2-TZVPD.

Last column: Mulliken charge in e.
Atoms and positions in Å:
C (-0.884, -0.546, -0.044)  0.29
H (1.550, -0.877, 0.997)  0.32
C (1.258, 0.814, 0.086)  0.18
H (-2.011, 2.032, 0.905)  0.15
H (-0.384, -2.589, -0.547)  0.20
N (2.045, -0.107, 0.377)  -0.70
N (-0.166, -1.572, -0.535)  -0.40
S (-2.507, -0.472, 0.237)  -0.38
S (-1.110, 2.064, -0.242)  -0.16
H (0.778, -1.385, -1.039)  0.30
N (-0.172, 0.736, -0.041)  -0.12
H (1.603, 1.900, -0.153)  0.31

Values from the calculation:
orbital gap = 8.72 eV
E_HOMO = -8.464 eV

---

b:
A single C2H5N3S2 molecule. Source: OMol25; level of theory: ωB97M-V/def2-TZVPD.

Last column: Mulliken charge in e.
Atoms and positions in Å:
H (-1.983, 0.492, 1.211)  0.26
S (0.488, -2.035, -0.658)  -0.20
N (-1.848, 0.467, 0.169)  -0.80
N (-0.440, 0.483, -0.087)  0.87
H (-2.271, -0.418, -0.109)  0.26
H (-0.318, -2.789, 0.063)  0.11
S (2.105, 0.235, 0.383)  -0.10
H (2.143, 1.919, -1.243)  0.45
N (0.095, 1.442, -0.872)  -0.69
C (0.425, -0.463, 0.433)  -0.41
H (0.221, -0.700, 1.533)  0.42
C (1.383, 1.366, -0.823)  -0.17

Values from the calculation:
orbital gap = 8.58 eV
E_HOMO = -8.109 eV

---

Verdict on stability: b comes out at the bottom.

---

a:
A molecular structure, C2H5N3S2. Source: OMol25; level of theory: ωB97M-V/def2-TZVPD.

Last column: Mulliken charge in e.
Atoms and positions in Å:
C (-0.823, 1.185, -0.842)  0.06
S (-1.834, -0.799, 0.612)  -0.10
N (0.265, 1.678, -0.110)  -0.26
N (-1.541, 0.153, -0.792)  -0.40
H (2.505, -1.813, -0.514)  0.18
C (1.163, 1.165, 0.775)  0.22
H (-0.206, -0.666, 1.119)  0.19
N (1.723, -0.074, 0.860)  -0.54
S (1.315, -1.120, -0.605)  -0.12
H (1.667, 2.010, 1.450)  0.23
H (-0.903, 2.083, -1.660)  0.25
H (0.073, 2.690, 0.190)  0.29

Values from the calculation:
orbital gap = 8.64 eV
E_HOMO = -8.377 eV

---

b:
A single C2H5N3S2 molecule. Source: OMol25; level of theory: ωB97M-V/def2-TZVPD.

Last column: Mulliken charge in e.
Atoms and positions in Å:
S (-1.015, 1.492, 0.710)  -0.16
S (-1.424, -1.052, -0.828)  -0.14
H (1.230, 1.701, -0.892)  0.20
C (-0.488, 0.069, 0.139)  -0.04
H (1.957, -1.787, 1.458)  0.27
N (1.752, 0.903, -1.264)  -0.47
H (2.685, 1.239, -1.514)  0.28
H (0.290, -2.021, 1.454)  0.27
N (1.936, -0.062, -0.282)  -0.34
H (-2.584, -0.357, -0.826)  0.16
C (0.904, -0.444, 0.369)  0.43
N (1.019, -1.350, 1.424)  -0.48

Values from the calculation:
orbital gap = 7.79 eV
E_HOMO = -8.401 eV

---

c:
A single C2H5N3S2 molecule. Source: OMol25; level of theory: ωB97M-V/def2-TZVPD.

Last column: Mulliken charge in e.
Atoms and positions in Å:
C (0.630, 0.499, -0.730)  0.45
H (-0.744, 0.096, 2.962)  0.25
C (-0.837, -0.627, 1.027)  0.34
S (-1.983, -1.799, 1.175)  -0.42
N (-0.466, 0.211, 1.976)  -0.24
N (-0.208, -0.484, -0.187)  -0.24
H (-0.420, -1.251, -0.843)  0.22
H (0.229, -0.413, -2.583)  0.25
N (0.895, 0.197, -2.026)  -0.46
H (1.247, 0.963, -2.675)  0.28
H (0.313, 0.831, 1.833)  0.04
S (1.345, 1.776, 0.072)  -0.45

Values from the calculation:
orbital gap = 8.80 eV
E_HOMO = -8.613 eV

---

Verdict on stability: a comes out at the bottom.